Record 1
Density functional theory data (ωB97M-V with the def2-TZVPD basis set) for C34H29Cl4N5O5Ta as an isolated structure.

XYZ file:
```
78
Properties=species:S:1:pos:R:3:mulliken_charge:R:1
Ta 0.897 0.020 1.026 1.68
Cl -1.041 -5.263 4.946 -0.18
C -0.341 -4.316 3.699 0.46
C 0.239 -4.930 2.588 0.43
Cl 0.264 -6.640 2.456 -0.18
C 0.802 -4.151 1.572 0.17
Cl 1.531 -4.848 0.179 -0.15
C 0.776 -2.778 1.689 -0.07
O 1.231 -1.915 0.749 -0.70
C 0.206 -2.158 2.797 -0.47
O 0.219 -0.808 2.764 -0.42
C -0.358 -2.921 3.802 0.19
Cl -1.065 -2.107 5.147 -0.19
O -0.973 0.851 0.980 -0.18
N -1.394 1.530 2.026 -0.98
N -0.439 1.898 2.741 1.30
O 0.792 1.635 2.388 -0.66
C -0.667 2.654 3.951 0.35
C 0.419 2.903 4.769 -0.20
C 0.213 3.618 5.939 -0.75
C -1.058 4.065 6.268 -0.46
C -2.133 3.802 5.425 -0.66
C -1.947 3.093 4.254 -0.37
H 1.401 2.551 4.491 0.45
H 1.048 3.823 6.593 0.39
H -1.213 4.621 7.182 0.41
H -3.123 4.152 5.681 0.40
H -2.772 2.879 3.591 0.44
C -1.477 -0.794 -5.125 -1.27
C -2.419 -0.696 -3.959 0.79
C -3.641 -1.359 -3.957 -0.75
C -4.519 -1.256 -2.888 -0.80
C -4.199 -0.461 -1.797 -0.64
C -2.992 0.217 -1.781 -0.84
C -2.112 0.076 -2.842 0.79
N -0.864 0.781 -2.800 0.05
C 0.021 0.791 -1.785 -0.14
N 0.683 1.947 -1.600 0.05
C 1.949 2.160 -0.983 0.50
C 2.371 1.405 0.119 -0.27
C 3.638 1.721 0.635 -0.89
C 4.413 2.735 0.106 -1.05
C 3.941 3.476 -0.968 -0.71
C 2.708 3.202 -1.533 1.27
C 2.217 4.004 -2.710 -1.73
N 0.264 -0.254 -0.993 0.48
C -0.115 -1.557 -1.509 0.67
C -1.185 -2.234 -0.944 0.12
C -1.559 -3.471 -1.435 -1.28
C -0.851 -4.028 -2.493 -0.97
C 0.238 -3.355 -3.027 -1.09
C 0.633 -2.112 -2.539 0.84
C 1.843 -1.407 -3.089 -1.29
H -1.830 -1.534 -5.840 0.41
H -0.479 -1.085 -4.801 0.14
H -1.394 0.158 -5.654 0.31
H -3.902 -1.972 -4.810 0.41
H -5.460 -1.789 -2.913 0.41
H -4.884 -0.365 -0.966 0.44
H -2.715 0.839 -0.939 0.52
H -0.728 1.481 -3.516 0.39
H 0.321 2.736 -2.113 0.36
H 4.022 1.171 1.479 0.58
H 5.381 2.952 0.535 0.45
H 4.543 4.274 -1.383 0.38
H 2.975 4.717 -3.023 0.39
H 1.320 4.581 -2.466 0.40
H 1.993 3.370 -3.571 0.33
H -1.734 -1.776 -0.129 0.57
H -2.398 -3.996 -0.999 0.58
H -1.136 -4.993 -2.889 0.48
H 0.806 -3.804 -3.832 0.45
H 2.386 -2.058 -3.772 0.56
H 2.520 -1.115 -2.283 0.18
H 1.580 -0.498 -3.638 0.18
O 2.778 -0.378 2.357 -0.52
H 2.410 -0.450 3.252 0.35
H 3.123 -1.252 2.121 0.33
```

Properties
Largest force on an atom = 0.012 hartree/bohr
Charge = +1
HOMO = -10.7 eV
Total energy = -105055.1773 eV
Energy above the lowest of the compared OMol25 structures with the same formula, charge and spin = 0.129 eV

***

Record 2
Density functional theory data (ωB97M-V with the def2-TZVPD basis set) for C3H6N4O2S2 in the gas phase at a distorted geometry.

XYZ file:
```
17
Properties=species:S:1:pos:R:3:mulliken_charge:R:1
H -3.351 -0.839 -0.227 0.26
N -2.655 -1.617 -0.061 -0.68
C -1.545 -1.073 -0.203 0.48
S -0.002 -1.892 -0.323 -0.13
C 0.741 -0.285 -0.381 0.19
S 2.490 -0.292 -0.392 1.15
N 2.973 -0.269 1.249 -0.49
O 2.836 0.977 -0.992 -0.60
O 2.856 -1.572 -0.898 -0.63
N -0.013 0.740 -0.435 -0.68
N -1.305 0.354 -0.380 0.56
C -2.308 1.316 -0.119 -0.97
H 3.720 -0.905 1.662 0.27
H 3.104 0.658 1.549 0.25
H -1.739 2.264 -0.222 0.35
H -2.616 1.131 0.949 0.38
H -3.188 1.303 -0.776 0.27
```

Properties
Largest force on an atom = 0.053 hartree/bohr
HOMO = -8.9 eV
SMILES = [H]/N=c1/sc(S(N)(=O)=O)nn1C
Total energy = -34932.0370 eV
Energy above the lowest of the compared OMol25 structures with the same formula, charge and spin = 0.379 eV

***

Record 3
Density functional theory data (ωB97M-V with the def2-TZVPD basis set) for C3H6O2 in the gas phase at a distorted geometry.

XYZ file:
```
11
Properties=species:S:1:pos:R:3:mulliken_charge:R:1
C 1.554 0.859 -0.582 -0.54
C -0.279 0.412 0.592 -0.53
O 0.611 -0.141 -0.196 -0.20
C -1.431 -0.497 0.668 0.06
O -1.385 -1.675 -0.082 -0.52
H 2.485 0.632 -0.085 0.23
H 1.163 1.826 -0.257 0.36
H 1.653 0.825 -1.663 0.25
H -2.282 0.135 0.366 0.27
H -1.577 -0.676 1.741 0.26
H -0.513 -1.700 -0.502 0.36
```

Properties
Largest force on an atom = 0.023 hartree/bohr
HOMO = -8.9 eV
Total energy = -7299.9050 eV
Energy above the lowest of the compared OMol25 structures with the same formula, charge and spin = 3.773 eV

***

Record 4
Density functional theory data (ωB97M-V with the def2-TZVPD basis set) for a 3-piece molecular cluster, C18H29B2FN2O4PS overall.

XYZ file:
```
58
Properties=species:S:1:pos:R:3:mulliken_charge:R:1
N 3.121 1.639 1.981 -0.39
B 3.436 0.267 2.161 0.59
O 4.126 -0.285 3.175 -0.49
N 2.882 -0.695 1.038 0.08
C 3.589 -0.334 -0.234 0.07
O 4.915 -0.194 0.200 -0.58
C 3.365 -1.441 -1.239 -0.91
C 1.874 -1.640 -1.458 -0.23
F 1.402 -0.481 -2.095 -0.28
C 1.033 -1.771 -0.172 0.48
P 1.151 -3.489 0.533 0.01
S 2.315 -4.743 -0.357 -0.29
C 1.377 -0.649 0.826 -0.17
C 0.621 -0.652 2.152 -1.20
B -0.952 -0.990 2.080 0.43
O -1.501 -1.895 2.954 -0.53
O -1.772 -0.279 1.250 -0.18
H 3.809 2.225 2.442 0.21
H 2.205 1.985 2.234 0.21
H 4.757 -0.989 2.974 0.35
H 3.152 -1.661 1.245 0.68
H 3.164 0.616 -0.563 0.20
H 5.454 0.262 -0.460 0.44
H 3.819 -1.162 -2.191 0.43
H 3.834 -2.364 -0.890 0.31
H 1.681 -2.478 -2.126 0.46
H 0.000 -1.659 -0.516 0.58
H 1.495 -3.240 1.873 0.05
H -0.201 -3.852 0.656 0.12
H 1.199 0.299 0.309 -0.34
H 0.671 0.350 2.588 0.22
H 1.084 -1.331 2.874 0.14
H -1.309 -2.829 2.819 0.32
H -1.416 -0.185 0.358 0.15
C -4.456 -0.265 -0.446 -0.46
C -3.915 -1.429 -0.977 -0.27
C -4.170 -1.780 -2.296 -0.60
C -4.965 -0.962 -3.088 -0.34
C -5.507 0.201 -2.559 -0.42
C -5.255 0.549 -1.238 -0.42
H -4.255 0.003 0.582 0.42
H -3.304 -2.070 -0.351 0.52
H -3.760 -2.694 -2.707 0.39
H -5.168 -1.235 -4.115 0.39
H -6.129 0.836 -3.176 0.39
H -5.682 1.454 -0.825 0.42
C -0.451 2.256 -1.163 -0.59
C -1.741 2.681 -0.880 -0.30
C -1.942 3.844 -0.150 -0.57
C -0.853 4.582 0.295 -0.34
C 0.439 4.156 0.015 -0.66
C 0.640 2.991 -0.714 -0.28
H -0.293 1.353 -1.741 0.65
H -2.590 2.104 -1.228 0.54
H -2.948 4.176 0.073 0.41
H -1.010 5.493 0.857 0.40
H 1.287 4.738 0.353 0.44
H 1.649 2.665 -0.943 0.34
```

Properties
Largest force on an atom = 0.015 hartree/bohr
Charge = +1
HOMO = -11.3 eV
Total energy = -54500.4708 eV

***

Record 5
Density functional theory data (ωB97M-V with the def2-TZVPD basis set) for a 2-piece molecular cluster, C2HOP overall at a distorted geometry.

XYZ file:
```
5
Properties=species:S:1:pos:R:3:mulliken_charge:R:1
C 0.393 0.490 -1.475 -0.27
C 0.021 0.310 -0.323 -0.55
O 0.976 -0.327 -4.818 -0.25
P 1.274 0.854 -4.055 0.77
H -0.114 0.154 0.712 0.30
```

Properties
Largest force on an atom = 0.057 hartree/bohr
HOMO = -9.3 eV
Total energy = -13421.5288 eV
Energy above the lowest of the compared OMol25 structures with the same formula, charge and spin = 1.180 eV

***

Record 6
Density functional theory data (ωB97M-V with the def2-TZVPD basis set) for a 2-piece molecular cluster, C5H11O3 overall at a distorted geometry.

XYZ file:
```
19
Properties=species:S:1:pos:R:3:mulliken_charge:R:1
C -0.683 0.015 1.232 -0.21
C -1.660 -1.087 1.859 -1.37
C -1.479 1.236 0.762 0.60
O -0.789 2.242 0.505 -0.77
O -2.667 1.069 0.705 -0.69
H -0.023 0.452 2.041 0.21
H -0.184 -0.583 0.592 0.25
H -1.221 -1.965 2.297 0.40
H -2.264 -1.373 1.060 0.33
H -2.039 -0.506 2.710 0.30
C 1.810 0.159 -1.152 -0.22
C 0.862 0.184 -2.397 -0.98
O 2.007 -1.151 -0.510 -0.56
H 2.750 0.671 -1.537 0.26
H 1.419 0.743 -0.326 0.27
H 1.291 -0.483 -3.243 0.29
H 2.233 -0.835 0.342 0.35
H 0.786 1.306 -2.802 0.25
H -0.149 -0.092 -2.138 0.29
```

Properties
Largest force on an atom = 0.090 hartree/bohr
Charge = -1
HOMO = -4.0 eV
Total energy = -11505.8252 eV
Energy above the lowest of the compared OMol25 structures with the same formula, charge and spin = 2.242 eV

***

Record 7
Density functional theory data (ωB97M-V with the def2-TZVPD basis set) for an isolated ion of composition C5H11N2 and charge +1 at a distorted geometry.

XYZ file:
```
18
Properties=species:S:1:pos:R:3:mulliken_charge:R:1
C 1.446 1.437 0.462 -1.60
C 0.459 0.613 -0.331 0.07
N -0.871 1.204 -0.645 -0.15
C -1.899 0.586 -0.053 -0.22
N -1.549 -0.540 0.563 -0.14
C 0.007 -0.732 0.347 0.25
C 0.422 -2.015 -0.484 -1.30
H 1.032 1.641 1.399 0.38
H 1.799 2.263 -0.001 0.53
H 2.302 0.886 0.502 0.42
H 0.782 0.548 -1.382 0.33
H -0.781 2.096 -1.065 0.24
H -2.862 0.825 -0.009 0.54
H -2.054 -0.955 1.286 0.24
H 0.246 -0.998 1.404 0.34
H -0.183 -2.762 -0.086 0.40
H 1.377 -2.357 -0.314 0.39
H 0.328 -1.740 -1.595 0.30
```

Properties
Largest force on an atom = 0.100 hartree/bohr
Charge = +1
HOMO = -14.5 eV
SMILES = C[C@@H]1NC=[NH+][C@H]1C
Total energy = -8336.0177 eV
Energy above the lowest of the compared OMol25 structures with the same formula, charge and spin = 1.101 eV

***

Record 8
Density functional theory data (ωB97M-V with the def2-TZVPD basis set) for a 2-piece molecular cluster, C4H10O2S overall at a distorted geometry.

XYZ file:
```
17
Properties=species:S:1:pos:R:3:mulliken_charge:R:1
O -1.868 2.950 -0.845 -0.46
C -0.965 2.343 -0.345 -0.19
C -0.707 0.858 -0.251 -0.44
C -0.981 -0.162 -1.359 -0.18
C 0.062 -1.303 -1.274 -0.88
S 0.372 -2.073 0.312 -0.21
H -0.305 2.831 0.429 0.28
H -1.050 0.580 0.750 0.38
H 0.383 0.806 -0.116 0.26
H -1.975 -0.602 -1.364 0.34
H -0.740 0.269 -2.336 0.25
H 1.055 -0.862 -1.457 0.33
H -0.114 -2.052 -2.046 0.43
H -0.389 -3.182 0.213 0.10
O 2.757 0.050 2.768 -0.63
H 2.968 0.559 1.971 0.31
H 2.455 -0.805 2.460 0.31
```

Properties
Largest force on an atom = 0.037 hartree/bohr
HOMO = -9.5 eV
SMILES = O=CCCCS.O
Total energy = -19239.4535 eV
Energy above the lowest of the compared OMol25 structures with the same formula, charge and spin = 1.538 eV

***

no.,orbital gap (eV)
1,7.3
2,9.2
3,9.8
4,8.6
5,7.0
6,7.7
7,10.9
8,10.0